The following is a DFT calculation (ωB97M-V/def2-TZVPD) of the ion C25H46N with charge +1.

The geometry in XYZ format:
```
72
C25H46N ωB97M-V/def2-TZVPD
C 1.9298 -3.1412 1.5416
C 0.6304 -3.9093 1.7572
C -0.5903 -3.0053 1.9372
C -0.9017 -2.0860 0.7547
C -1.1819 -2.8329 -0.5487
C -1.6771 -1.9024 -1.6592
C -3.1456 -1.5104 -1.4966
C -3.5342 -0.3632 -2.4267
C -4.9772 0.1089 -2.2468
C -5.3398 0.6634 -0.8655
C -4.5293 1.8883 -0.4202
C -3.2981 1.5364 0.4147
C -2.5849 2.7814 0.9386
C -1.3220 2.4445 1.7354
C -0.1469 2.0598 0.8282
C 1.0278 1.5921 1.6844
N 2.3583 1.4967 1.0067
C 2.8540 2.8389 0.6567
C 3.3058 0.8847 1.9564
C 2.2515 0.6458 -0.2258
C 3.5629 0.4137 -0.9308
C 4.3582 -0.6817 -0.6077
C 5.5549 -0.8974 -1.2683
C 5.9685 -0.0251 -2.2612
C 5.1741 1.0568 -2.6024
C 3.9766 1.2738 -1.9438
H 1.9194 -2.6288 0.5811
H 2.0775 -2.4143 2.3412
H 2.7745 -3.8257 1.5460
H 0.7305 -4.5230 2.6543
H 0.4686 -4.5848 0.9173
H -1.4600 -3.6388 2.1191
H -0.4448 -2.3901 2.8308
H -0.0701 -1.3928 0.5932
H -1.7738 -1.4851 1.0209
H -0.2679 -3.3268 -0.8834
H -1.9302 -3.6060 -0.3689
H -1.0564 -0.9997 -1.6733
H -1.5479 -2.3938 -2.6252
H -3.3315 -1.2197 -0.4631
H -3.7746 -2.3762 -1.7092
H -3.4086 -0.6922 -3.4611
H -2.8557 0.4800 -2.2775
H -5.6463 -0.7280 -2.4589
H -5.1772 0.8824 -2.9922
H -5.2537 -0.1222 -0.1134
H -6.3939 0.9442 -0.9080
H -4.2262 2.4630 -1.2977
H -5.1700 2.5339 0.1842
H -2.6076 0.9448 -0.1838
H -3.6105 0.9273 1.2667
H -2.3272 3.4382 0.1050
H -3.2697 3.3304 1.5863
H -1.0340 3.3091 2.3368
H -1.5416 1.6214 2.4181
H 0.1161 2.9335 0.2310
H -0.4681 1.2648 0.1557
H 1.1467 2.2799 2.5253
H 0.7898 0.6054 2.0885
H 3.8399 2.7599 0.2023
H 2.9246 3.4548 1.5513
H 2.1830 3.3218 -0.0494
H 3.3560 1.4776 2.8678
H 2.9840 -0.1237 2.2106
H 4.2983 0.8336 1.5126
H 1.8226 -0.3112 0.0798
H 1.5587 1.1405 -0.9074
H 4.0378 -1.3818 0.1498
H 6.1601 -1.7522 -1.0109
H 6.9001 -0.1955 -2.7767
H 5.4817 1.7292 -3.3877
H 3.3537 2.1069 -2.2360
```

Structure (SMILES) = CCCCCCCCCCCCCCCC[N+](C)(C)Cc1ccccc1
Molar mass = 360.7 g/mol
2S+1 = 1
E = -1034.73216 a.u.
Total charge = +1